(1)
{"formula": "C20H27ClN2", "method": "wB97M-V/def2-TZVPD", "multiplicity": 1, "e_above_lowest_kcal_mol": 2.11, "homo_ev": -8.86, "e_lumo_ev": 0.71, "orbital_gap_ev": 9.58, "smiles": "CC(C)CC[C@H](CCNCc1ccccn1)c1ccc(Cl)cc1", "symbols": ["C", "C", "C", "C", "C", "C", "C", "C", "N", "C", "C", "C", "C", "C", "C", "N", "C", "C", "C", "C", "Cl", "C", "C", "H", "H", "H", "H", "H", "H", "H", "H", "H", "H", "H", "H", "H", "H", "H", "H", "H", "H", "H", "H", "H", "H", "H", "H", "H", "H", "H"], "coordinates": [[3.9788, -0.3102, 2.3690], [2.6817, 0.4874, 2.2425], [2.8992, 1.9179, 2.7289], [1.5729, -0.2220, 3.0281], [0.1777, 0.3932, 2.9072], [-0.4002, 0.3512, 1.4839], [-1.7965, 1.0009, 1.4712], [-2.5976, 0.7336, 0.1970], [-1.8756, 1.1483, -0.9885], [-2.6332, 0.9239, -2.2099], [-1.7405, 1.0287, -3.4140], [-0.7359, 0.0881, -3.6359], [0.0766, 0.2291, -4.7464], [-0.1422, 1.2982, -5.6019], [-1.1756, 2.1706, -5.3004], [-1.9518, 2.0429, -4.2386], [-0.4326, -1.0606, 0.9594], [-1.2432, -2.0288, 1.5425], [-1.2835, -3.3202, 1.0504], [-0.5022, -3.6568, -0.0431], [-0.5505, -5.2709, -0.6694], [0.3185, -2.7143, -0.6382], [0.3463, -1.4264, -0.1325], [4.2941, -0.3593, 3.4091], [4.7741, 0.1567, 1.7923], [3.8418, -1.3259, 2.0042], [2.4065, 0.5167, 1.1839], [3.1114, 1.9270, 3.7961], [2.0236, 2.5347, 2.5445], [3.7421, 2.3680, 2.2091], [1.8526, -0.2283, 4.0849], [1.5230, -1.2622, 2.6962], [-0.4904, -0.1556, 3.5751], [0.1957, 1.4297, 3.2465], [0.2471, 0.9464, 0.8342], [-1.6720, 2.0779, 1.5889], [-2.3812, 0.6357, 2.3178], [-2.8769, -0.3364, 0.1542], [-3.5259, 1.3127, 0.2351], [-1.0043, 0.6294, -1.0420], [-3.1149, -0.0732, -2.2130], [-3.4141, 1.6858, -2.2769], [-0.6059, -0.7424, -2.9565], [0.8639, -0.4842, -4.9459], [0.4680, 1.4455, -6.4794], [-1.3980, 3.0165, -5.9381], [-1.8570, -1.7738, 2.3929], [-1.9177, -4.0628, 1.5089], [0.9288, -2.9861, -1.4857], [0.9951, -0.6966, -0.5978]], "forces_ev_per_a": [[-0.228, 0.115, -0.180], [0.098, -0.114, 0.270], [-0.110, -0.192, -0.251], [-0.090, 0.205, -0.160], [0.273, -0.100, -0.178], [-0.215, 0.103, 0.319], [-0.033, -0.092, -0.375], [-0.078, 0.054, 0.223], [0.327, -0.025, 0.038], [-0.138, -0.113, 0.054], [0.015, -0.185, 0.114], [-0.017, 0.083, -0.078], [-0.027, 0.052, 0.020], [-0.018, -0.031, 0.053], [0.263, -0.005, -0.311], [-0.369, 0.264, 0.194], [0.127, 0.036, -0.144], [0.096, 0.016, -0.062], [0.008, -0.071, -0.020], [0.045, 0.158, 0.019], [-0.006, -0.136, -0.050], [-0.046, -0.182, -0.033], [-0.069, -0.013, 0.115], [0.062, -0.020, 0.147], [0.136, 0.018, -0.037], [0.036, -0.137, -0.017], [-0.014, 0.001, -0.036], [0.029, 0.023, 0.160], [-0.081, 0.152, 0.030], [0.077, 0.102, -0.024], [0.074, -0.075, 0.051], [0.035, -0.063, 0.082], [-0.108, 0.054, 0.025], [-0.083, 0.062, 0.075], [0.018, -0.051, -0.048], [-0.019, 0.050, 0.087], [-0.003, 0.001, 0.099], [-0.034, 0.166, -0.018], [-0.009, -0.096, 0.033], [-0.063, 0.044, -0.023], [0.014, 0.125, 0.023], [0.039, -0.133, -0.103], [-0.012, -0.086, 0.083], [0.042, -0.045, -0.014], [0.028, 0.035, -0.078], [0.061, 0.039, -0.109], [-0.095, 0.040, 0.117], [-0.050, -0.085, 0.018], [0.049, -0.059, -0.071], [0.062, 0.112, -0.029]]}

---

(2)
{"formula": "C24H64O8", "method": "wB97M-V/def2-TZVPD", "multiplicity": 1, "e_above_lowest_kcal_mol": 35.56, "homo_ev": -9.47, "e_lumo_ev": 0.42, "orbital_gap_ev": 9.89, "smiles": "CC(C)O.CC(C)O.CC(C)O.CC(C)O.CC(C)O.CC(C)O.CC(C)O.CC(C)O", "symbols": ["C", "C", "C", "O", "H", "H", "H", "H", "H", "H", "H", "H", "C", "C", "C", "O", "H", "H", "H", "H", "H", "H", "H", "H", "C", "C", "C", "O", "H", "H", "H", "H", "H", "H", "H", "H", "C", "C", "C", "O", "H", "H", "H", "H", "H", "H", "H", "H", "C", "C", "C", "O", "H", "H", "H", "H", "H", "H", "H", "H", "C", "C", "C", "O", "H", "H", "H", "H", "H", "H", "H", "H", "C", "C", "C", "O", "H", "H", "H", "H", "H", "H", "H", "H", "C", "C", "C", "O", "H", "H", "H", "H", "H", "H", "H", "H"], "coordinates": [[-0.1855, -4.8980, 1.6831], [-0.2914, -4.9417, 0.1625], [0.9406, -4.4940, -0.5881], [-0.4196, -6.3517, -0.1832], [-1.1430, -5.2103, 2.1185], [-0.0284, -3.8828, 2.0606], [0.5420, -5.5615, 2.1492], [-1.1624, -4.3703, -0.1704], [1.1561, -3.4392, -0.4022], [0.7776, -4.6154, -1.6607], [1.8194, -5.0964, -0.3594], [-1.1936, -6.6511, 0.3098], [2.4848, -2.8666, 3.9717], [1.5182, -2.4652, 5.1069], [0.0581, -2.6905, 4.7422], [1.8718, -3.2760, 6.2162], [2.2592, -2.4058, 3.0090], [2.4441, -3.9483, 3.8184], [3.4666, -2.6119, 4.3684], [1.7257, -1.4194, 5.3313], [-0.3101, -1.9935, 3.9832], [-0.6313, -2.4713, 5.5626], [-0.0814, -3.7340, 4.4576], [1.7573, -4.2045, 5.9967], [2.2316, 1.1639, -3.1268], [3.4044, 0.2059, -2.9505], [3.0013, -1.2772, -3.0572], [4.2625, 0.4599, -4.0923], [2.5617, 2.1917, -3.2427], [1.6097, 1.0696, -2.2339], [1.6543, 0.8274, -3.9876], [3.9871, 0.4135, -2.0486], [3.8981, -1.8785, -2.9144], [2.5332, -1.4395, -4.0228], [2.3201, -1.4973, -2.2275], [5.0947, -0.0039, -3.9594], [0.6527, -0.2762, 0.4767], [-0.8299, -0.2428, 0.1380], [-1.6552, -0.6396, 1.3467], [-1.1288, 1.0783, -0.3085], [0.9203, 0.4375, 1.2587], [1.2603, -0.0892, -0.4081], [0.9351, -1.2398, 0.9105], [-1.0229, -0.8866, -0.7278], [-1.3940, -0.0209, 2.2070], [-1.5335, -1.6957, 1.5920], [-2.7198, -0.4770, 1.1639], [-2.0810, 1.2831, -0.2202], [3.9908, 2.5743, 5.7169], [3.8762, 2.4826, 4.2164], [2.8526, 1.4288, 3.7725], [3.5091, 3.7877, 3.7751], [3.0607, 2.7936, 6.2500], [4.7528, 3.2801, 6.0421], [4.2154, 1.5992, 6.1684], [4.8586, 2.2419, 3.7931], [1.9713, 1.5133, 4.4128], [3.2825, 0.4297, 3.7774], [2.4722, 1.7064, 2.7862], [3.3772, 3.7805, 2.8207], [-4.8266, 0.0201, -1.2451], [-4.0363, 1.2964, -1.4935], [-4.7552, 2.3192, -2.3791], [-3.8033, 1.9462, -0.2229], [-4.1815, -0.7294, -0.7773], [-5.0792, -0.4660, -2.1943], [-5.7218, 0.1154, -0.6309], [-3.1101, 0.9874, -1.9750], [-5.1378, 1.9514, -3.3341], [-4.0675, 3.1384, -2.5859], [-5.6464, 2.7222, -1.8871], [-4.6779, 2.2233, 0.0662], [-2.7848, 0.5442, -5.2546], [-1.6741, -0.4969, -5.1902], [-1.1811, -0.5888, -3.7485], [-2.1495, -1.7708, -5.6314], [-2.5156, 1.5109, -4.8212], [-3.7042, 0.2440, -4.7345], [-3.2239, 0.7923, -6.2273], [-0.8908, -0.1215, -5.8547], [-1.9450, -0.7595, -2.9923], [-0.7515, 0.3970, -3.5357], [-0.3467, -1.2828, -3.6366], [-1.6530, -1.9813, -6.4264], [-0.5700, 5.7295, 0.1928], [-0.9419, 4.3820, -0.4034], [-1.1826, 4.5006, -1.9228], [0.1614, 3.5288, -0.1713], [0.3847, 6.0913, -0.1841], [-0.5055, 5.6906, 1.2850], [-1.3737, 6.4606, 0.0551], [-1.8286, 4.0105, 0.1220], [-1.9352, 5.2755, -2.0832], [-1.4993, 3.5007, -2.2339], [-0.2950, 4.7429, -2.5040], [-0.1065, 2.5901, -0.2201]], "forces_ev_per_a": [[-0.695, 0.694, 0.437], [0.988, -1.508, 0.392], [0.031, 0.378, -0.330], [-0.661, 0.739, 0.005], [-0.070, 0.051, -0.104], [0.131, -0.015, -0.107], [0.370, 0.012, -0.535], [-0.060, -0.058, -0.022], [0.055, -0.037, 0.050], [-0.112, 0.074, 0.013], [-0.079, -0.005, 0.332], [0.105, -0.273, -0.184], [-0.457, 0.099, 0.462], [0.061, -0.994, -1.181], [-0.410, 0.628, 0.311], [0.056, 0.628, 0.862], [0.184, 0.266, 0.092], [-0.027, -0.023, 0.038], [0.222, -0.009, -0.528], [-0.142, -0.066, 0.502], [0.361, -0.321, -0.447], [0.360, -0.235, 0.347], [-0.137, 0.062, -0.239], [-0.075, 0.019, -0.208], [0.201, -0.863, 0.673], [0.361, -0.199, -1.596], [0.035, 1.069, 1.235], [0.077, 0.282, 0.238], [0.007, 0.014, -0.030], [-0.204, 0.277, -0.118], [-0.029, 0.225, -0.096], [-0.265, -0.032, 0.184], [-0.077, -0.239, -0.231], [-0.010, -0.192, -0.026], [-0.115, -0.277, -0.230], [-0.022, -0.029, -0.023], [0.152, -0.265, 0.123], [0.303, 0.168, 0.058], [-0.502, 0.120, -0.128], [-0.299, 0.266, 0.127], [-0.246, 0.299, -0.176], [0.067, 0.012, 0.066], [-0.089, -0.167, -0.305], [-0.009, -0.394, 0.238], [0.136, -0.064, 0.020], [0.159, 0.018, 0.027], [-0.028, -0.018, -0.065], [0.538, -0.121, 0.293], [0.023, -0.771, 1.017], [-0.238, 0.080, -0.050], [-0.169, 0.931, 0.060], [-0.143, 0.085, -0.039], [-0.181, 0.512, -0.583], [-0.005, 0.053, -0.108], [0.452, -0.017, -0.374], [0.016, -0.105, 0.042], [0.078, -0.320, 0.174], [-0.166, -0.087, -0.003], [0.282, -0.334, -0.212], [0.010, -0.046, 0.050], [0.447, -0.874, -0.537], [-1.727, 0.146, -0.145], [-0.054, -0.010, -0.211], [0.607, -0.377, -0.568], [0.006, 0.183, 0.321], [-0.262, 0.284, -0.005], [-0.037, 0.309, -0.092], [0.355, 0.421, 0.357], [0.343, -0.339, 0.040], [-0.088, 0.120, 0.017], [0.137, 0.003, 0.252], [0.097, 0.093, 0.265], [-1.457, 0.537, -0.034], [-0.871, 0.356, 0.468], [0.982, 0.877, -0.393], [0.241, 0.218, -0.237], [0.358, -0.141, 0.076], [0.382, -0.386, 0.414], [0.727, -0.329, -0.365], [0.306, -0.310, 0.166], [-0.233, -0.306, -0.264], [-0.047, -0.037, 0.261], [-0.227, -0.261, -0.001], [-0.166, -0.224, -0.010], [-0.557, 0.227, 0.776], [0.915, 0.624, -0.431], [-0.455, -0.459, 0.851], [0.377, -0.510, 0.285], [-0.079, 0.067, -0.187], [0.291, -0.372, -0.066], [0.193, 0.042, -0.507], [-0.127, -0.092, -0.280], [-0.190, -0.278, -0.333], [-0.324, 0.223, -0.384], [0.232, 0.136, 0.348], [-0.195, 0.461, -0.043]]}